Molecular formula: C54H154O23
Method: DFT, wB97M-V/def2-TZVPD

Structure (XYZ):
```
231
Properties=species:S:1:pos:R:3:forces:R:3:mulliken_charge:R:1
C -6.60076 -1.73531 2.33132 -0.9 -1.0 -0.4 -0.415
C -7.20233 -0.58815 3.08147 0.8 0.4 -0.2 -0.603
O -7.22095 0.50032 2.15689 -0.3 0.1 0.4 -0.467
H -7.23925 -1.94253 1.47254 -0.1 0.1 -0.2 0.135
H -6.68475 -2.65345 2.91274 0.4 0.0 0.2 0.381
H -5.59376 -1.58991 1.94030 0.0 0.2 0.4 0.032
H -6.57927 -0.34240 3.94142 0.2 0.2 0.2 0.322
H -8.19908 -0.77204 3.48243 -0.2 -0.3 -0.2 0.421
H -7.63013 1.21829 2.64546 0.0 0.4 -0.3 0.267
C -1.36448 -3.81385 -2.18458 1.8 1.1 -1.1 0.668
C -0.69114 -4.55565 -3.40927 -0.5 -0.1 2.0 0.076
O -1.68329 -4.89051 -4.29050 -1.1 -0.9 -1.4 -0.684
H -2.19681 -4.22052 -1.61016 0.3 -0.7 -0.4 0.297
H -1.70772 -2.88564 -2.64143 -0.4 0.2 0.0 -0.771
H -0.56704 -3.45522 -1.53377 0.0 -0.2 0.4 -0.236
H -0.18647 -5.48003 -3.12830 0.0 -0.1 0.2 0.387
H 0.04926 -3.95321 -3.93554 0.3 0.5 0.5 -0.233
H -1.95137 -4.07009 -4.71080 -0.2 0.3 -0.2 0.185
C -1.86924 6.07381 -1.76071 0.7 -0.2 0.2 -1.489
C -0.98382 4.81001 -1.61253 -0.3 0.2 -0.6 1.005
O -0.05163 4.81357 -2.65553 0.2 1.2 -1.3 -0.766
H -2.70295 6.07419 -1.05855 0.0 0.0 -0.1 0.302
H -2.21061 6.19804 -2.78839 -0.3 -0.7 0.0 0.408
H -1.32621 7.01101 -1.63872 0.4 -0.1 0.6 0.397
H -1.58576 3.90738 -1.71748 -0.4 0.0 0.2 -0.303
H -0.35329 4.69681 -0.73064 -0.7 0.5 0.9 -0.028
H 0.40180 3.96802 -2.68785 0.3 -0.6 0.2 0.333
C -0.36934 -0.92709 0.24893 -0.2 -0.3 0.0 1.510
C 0.03509 0.04447 -0.86003 -0.2 -0.7 0.3 -1.068
O 1.45407 0.26243 -0.78146 -0.6 0.2 -0.5 0.562
H 0.28985 -1.79506 0.23510 0.1 0.0 0.0 -0.897
H -1.38968 -1.30250 0.17097 -0.1 0.2 -0.3 0.442
H -0.29257 -0.49363 1.24608 0.2 0.2 -0.1 -0.691
H -0.52002 0.97861 -0.77438 0.0 0.2 0.0 0.271
H -0.14731 -0.36601 -1.85317 -0.2 0.0 0.0 0.229
H 1.54905 0.56403 0.12497 0.8 -0.1 0.9 -1.083
C 0.32110 -5.98094 0.23121 0.0 -0.1 0.6 -1.379
C 0.75777 -4.73398 1.01167 -0.4 -0.9 -0.3 0.561
O 2.01271 -4.25215 0.53520 -1.0 -0.3 0.7 -0.492
H -0.66377 -6.31110 0.56154 -0.4 0.3 -0.2 0.390
H 0.92643 -6.85358 0.47653 0.5 0.2 -0.1 0.436
H 0.33673 -5.81648 -0.84620 -0.1 0.0 0.1 0.068
H 0.79485 -4.97761 2.07345 0.8 -0.1 0.1 0.563
H -0.03238 -3.98318 1.00390 0.0 0.4 -0.6 -0.466
H 1.88111 -3.92745 -0.35859 0.1 0.6 -0.5 -0.192
C 2.86253 5.16122 -0.58345 0.1 -0.4 -0.2 0.261
C 2.80333 6.00886 -1.83853 -0.5 0.2 0.0 -0.371
O 1.74923 6.94574 -1.79664 0.2 0.8 0.5 -0.677
H 3.62049 4.38705 -0.70287 0.2 0.0 0.1 -0.230
H 1.93514 4.63472 -0.35793 -0.1 0.2 -0.2 -0.469
H 3.11805 5.78573 0.27259 0.0 0.0 0.0 0.466
H 2.65170 5.45619 -2.76571 0.5 -0.5 0.1 0.083
H 3.73673 6.56983 -1.88506 0.0 0.1 -0.3 0.452
H 0.93450 6.45769 -1.93670 -0.2 -0.3 -0.3 0.309
C 3.11604 2.82923 -5.41081 0.6 -0.3 0.2 -0.611
C 4.30774 3.13981 -4.49672 -0.8 0.3 -1.7 -0.401
O 3.85016 2.93216 -3.21312 -0.1 -0.4 1.4 -0.245
H 2.80476 1.80436 -5.20876 -0.2 0.0 0.2 -0.245
H 3.32083 2.85760 -6.48102 0.1 0.4 0.0 0.548
H 2.32222 3.52000 -5.12659 -0.2 -0.1 -0.3 0.108
H 4.55992 4.19850 -4.55744 0.5 0.1 -0.6 0.292
H 5.16249 2.48210 -4.65458 0.2 0.2 -0.5 0.377
H 4.67079 2.96355 -2.71595 0.1 0.0 0.9 -0.113
C -3.94552 -3.87961 -6.32500 -0.1 0.2 -0.5 -1.163
C -2.63077 -3.25678 -6.79050 -0.5 0.0 0.3 -0.263
O -2.16814 -2.36739 -5.78689 0.1 -0.4 0.8 0.225
H -3.93761 -4.53304 -5.45261 0.7 0.2 0.1 0.293
H -4.36136 -4.50826 -7.11238 -0.1 0.2 -0.2 0.480
H -4.62183 -3.05872 -6.08659 -0.2 -0.1 -0.2 0.236
H -2.74934 -2.59499 -7.64844 -0.5 -0.6 -0.6 0.427
H -1.85882 -3.99639 -7.00306 0.0 -0.2 -0.1 0.179
H -1.35624 -2.04556 -6.18546 0.5 0.7 0.2 -0.095
C 5.59481 1.02810 -1.02418 0.3 -0.3 -0.2 -0.380
C 6.37086 2.32137 -0.81679 -0.9 -0.3 0.5 -0.549
O 6.39405 3.00556 -2.06835 0.4 0.5 0.1 -0.511
H 4.51350 1.16314 -1.04927 0.0 0.3 0.2 -0.246
H 5.81724 0.26142 -0.28200 0.0 0.0 0.0 0.395
H 5.83518 0.65552 -2.01992 0.2 -0.3 0.1 0.390
H 7.36351 2.20419 -0.38203 0.1 -0.3 -0.4 0.523
H 5.83044 2.91815 -0.08201 0.0 0.4 -0.1 0.069
H 7.28961 2.97744 -2.41301 -0.1 0.1 -0.1 0.303
O 1.32317 2.49482 -2.52434 -1.0 0.1 -0.2 1.565
H 2.21876 2.71780 -2.77819 0.8 0.2 -0.2 -0.252
H 1.42567 1.87759 -1.79995 0.0 -0.6 0.4 -0.339
O -2.31141 -0.52972 3.23583 0.7 0.5 0.3 -0.422
H -2.78250 -1.36208 3.27443 -0.6 -0.5 0.2 -0.055
H -2.56325 -0.15025 2.39392 -0.3 0.2 -0.6 -0.167
C -4.02878 1.85946 1.92174 -1.3 0.9 -0.5 -0.766
C -4.15645 1.46187 0.46061 0.7 -0.3 0.2 0.527
C -3.39149 2.29570 -0.54444 -0.6 0.6 0.4 -0.456
O -3.61599 0.17041 0.49492 0.7 -1.3 -0.2 0.503
H -3.01661 2.18216 2.16560 0.0 -0.1 0.1 -0.748
H -4.36377 0.98999 2.48734 0.2 0.2 0.2 0.266
H -4.75087 2.65060 2.12373 0.2 0.4 0.3 0.588
H -5.19184 1.38585 0.12849 -0.3 0.2 0.3 0.683
H -3.27350 1.82991 -1.52282 0.0 -0.3 0.2 -0.262
H -2.42396 2.56179 -0.11878 0.1 0.1 -0.2 -0.242
H -4.00553 3.18166 -0.70609 0.4 0.5 -0.1 0.684
H -4.17880 -0.35235 -0.08091 0.2 -0.8 -0.4 -0.161
C -2.45722 -4.92269 3.57760 -0.3 0.0 -0.6 -1.435
C -2.96345 -3.81885 2.64396 -0.5 0.5 0.0 2.601
C -3.66788 -4.34503 1.36654 0.2 -0.1 0.5 -0.743
O -3.80290 -2.87278 3.31800 -0.5 -0.3 0.4 -0.854
H -3.15178 -5.76231 3.55089 0.1 -0.2 -0.1 0.507
H -2.37184 -4.63887 4.62653 0.2 0.4 -0.2 0.360
H -1.49204 -5.24205 3.18449 0.0 -0.3 0.3 0.134
H -2.17078 -3.11062 2.40274 0.6 -0.6 -0.6 -1.250
H -4.23123 -5.26294 1.53443 0.3 -0.3 0.3 0.531
H -2.92092 -4.53591 0.59601 -0.2 0.0 -0.2 -0.049
H -4.45023 -3.66776 1.02400 0.5 0.5 -0.1 -0.058
H -4.47956 -3.34329 3.81029 -0.2 0.1 0.1 0.309
C 3.52038 2.51108 1.83836 -0.2 0.1 0.3 -1.109
C 2.08688 2.13750 2.23917 0.6 0.3 -0.6 0.425
C 0.98798 2.86431 1.43725 0.4 -0.7 0.8 0.936
O 1.97739 0.74147 1.98727 0.0 -0.1 -0.2 0.675
H 4.25930 1.99050 2.44753 -0.2 -0.2 0.2 0.322
H 3.72431 3.57357 1.97110 -0.1 0.1 -0.3 0.526
H 3.69955 2.19630 0.81030 -0.1 0.2 -0.2 -0.321
H 1.94324 2.31327 3.30527 0.0 0.2 0.1 0.312
H 1.00408 2.56046 0.39058 0.3 0.4 -0.1 -1.270
H 1.08347 3.94194 1.57029 -0.2 0.0 -0.2 0.905
H 0.04343 2.48318 1.82540 -0.3 0.3 0.1 -0.531
H 1.59479 0.31769 2.75904 -0.3 -0.6 0.2 -0.855
C -2.38012 4.97915 2.44115 -0.9 0.8 0.8 0.063
C -2.56087 6.53691 2.61654 -0.3 -1.8 2.4 0.013
C -2.21852 7.01582 4.07272 -0.6 -0.5 0.1 -1.361
O -1.69674 7.16498 1.76967 0.6 1.1 -1.5 -0.518
H -2.78992 4.46137 3.30837 0.3 0.0 0.3 0.299
H -1.31865 4.76406 2.31816 0.0 -0.2 0.1 -0.296
H -2.95396 4.53016 1.63046 0.2 0.5 -0.5 -0.027
H -3.60142 6.80520 2.43388 0.1 0.2 -0.4 0.392
H -2.35910 8.08752 4.21339 0.2 0.1 -0.5 0.348
H -1.20332 6.74836 4.36587 0.2 0.0 -0.3 0.290
H -2.84082 6.58766 4.85855 -0.3 -0.4 -0.2 0.397
H -0.83871 6.82131 2.02904 0.4 0.3 -0.3 0.392
C 4.31633 -2.22733 1.89208 0.3 1.4 0.0 0.387
C 4.80928 -3.62335 2.14468 -0.7 -0.7 -0.3 0.864
C 5.72957 -3.79684 3.29677 1.4 0.6 0.5 -1.683
O 3.72389 -4.41961 2.50641 -1.0 -0.8 0.8 -0.584
H 5.12581 -1.57533 1.56383 0.2 0.1 -0.1 0.356
H 3.89026 -1.74946 2.77425 0.2 -0.2 0.3 -0.666
H 3.51664 -2.11516 1.15996 0.1 -0.6 -0.3 -0.368
H 5.21086 -4.06648 1.23338 0.5 0.2 -0.3 0.178
H 5.23660 -3.37550 4.17287 0.2 0.0 0.1 0.232
H 6.69193 -3.31388 3.12739 0.0 0.4 0.1 0.383
H 5.99763 -4.83009 3.51735 -0.5 -0.2 -0.2 0.423
H 3.04167 -4.26511 1.84891 -0.2 -0.1 -0.3 0.491
C 3.86034 -1.42449 -2.40259 0.5 -0.7 -1.1 -1.531
C 2.96114 -2.63067 -2.77295 0.7 0.3 3.0 2.392
C 3.67144 -4.00743 -2.58491 -0.8 0.2 -1.6 -1.548
O 1.91621 -2.63584 -1.75770 -0.2 -0.6 -0.6 1.679
H 4.79839 -1.54007 -2.94555 0.1 0.3 -0.4 0.547
H 4.19770 -1.35736 -1.36828 -0.6 -0.3 0.2 -0.073
H 3.36747 -0.50253 -2.71105 0.1 0.1 0.2 0.402
H 2.47218 -2.40504 -3.72064 0.3 -0.6 -0.4 -1.083
H 3.91799 -4.28712 -1.56066 0.1 0.6 0.0 0.209
H 4.52739 -4.12886 -3.24876 0.3 0.4 0.2 0.431
H 3.02009 -4.79508 -2.96368 -0.4 -0.1 0.2 0.417
H 1.70436 -1.72209 -1.55326 0.0 0.4 0.3 -1.089
C -6.73966 -3.09243 -1.50449 0.3 -0.7 -0.1 -1.667
C -5.37595 -2.49285 -1.73779 0.0 -0.4 -1.3 1.545
C -5.05707 -2.40525 -3.25787 0.4 0.1 0.8 -1.253
O -5.26934 -1.25837 -1.06873 -0.2 0.9 0.0 -0.506
H -6.66344 -4.10590 -1.89838 -0.3 -0.3 0.5 0.510
H -7.56394 -2.66265 -2.07367 0.2 0.6 0.0 0.358
H -6.96082 -3.06059 -0.43763 -0.2 -0.4 0.0 0.364
H -4.58791 -3.08083 -1.26728 -0.2 -0.5 -0.1 -0.552
H -5.51946 -1.52617 -3.70678 0.0 0.0 0.0 0.272
H -5.36408 -3.28959 -3.81626 -0.2 -0.1 0.3 0.424
H -3.97464 -2.35685 -3.37662 0.0 0.3 -0.2 0.067
H -6.15544 -0.91001 -0.94593 -0.1 0.2 0.0 0.167
C 1.79644 -3.28411 -7.10602 -0.9 1.2 0.7 -1.664
C 1.30762 -1.86216 -6.57634 1.6 -1.5 -0.6 1.808
C 2.37473 -0.88158 -6.94072 0.7 0.8 0.3 -1.555
O 0.10464 -1.47432 -7.13145 -1.6 0.0 -0.4 -0.589
H 2.81805 -3.40410 -6.74546 -0.1 -0.4 -0.1 0.446
H 1.75864 -3.29151 -8.19534 0.3 0.2 -0.1 0.401
H 1.14596 -4.10376 -6.80082 0.1 0.0 0.4 0.322
H 1.19539 -1.85666 -5.49215 -0.2 -0.2 0.1 -0.723
H 2.14599 0.15567 -6.69602 -0.3 0.0 0.3 0.270
H 2.57346 -0.86031 -8.01224 0.2 -0.4 -0.1 0.439
H 3.26254 -1.15275 -6.36943 0.3 0.1 -0.3 0.460
H 0.26093 -1.04273 -7.97460 0.0 0.0 -0.1 0.312
C 4.18284 0.14591 5.34454 0.4 -0.2 0.4 -0.645
C 3.88159 0.81074 6.71911 1.8 -0.4 -1.9 0.715
C 5.17973 0.94934 7.52866 -0.4 -0.6 0.6 -1.689
O 3.45704 2.09621 6.38469 0.1 1.1 0.7 -0.597
H 4.49069 -0.89930 5.37413 -0.3 -0.2 0.2 0.260
H 5.05052 0.64343 4.91129 -0.1 0.4 0.0 0.628
H 3.34595 0.26309 4.65609 0.0 -0.1 0.1 -0.351
H 3.11254 0.26125 7.26199 0.0 -0.1 0.2 0.187
H 5.56761 -0.01466 7.85783 -0.4 -0.3 0.3 0.390
H 4.92407 1.56016 8.39448 0.4 0.0 0.1 0.385
H 6.06695 1.34745 7.03628 -0.5 0.6 -0.5 0.352
H 2.50650 2.05968 6.25530 -0.4 0.0 -0.3 0.384
C 1.84439 -2.11672 5.12342 0.8 -0.6 0.3 -0.738
C 0.43908 -1.91965 4.61725 0.4 -1.2 0.0 1.648
C -0.59703 -2.04364 5.73584 -0.3 1.2 -0.3 -1.561
O 0.35646 -0.73382 3.88957 1.0 2.1 0.3 1.204
H 2.65556 -1.93159 4.41926 -0.5 -0.1 -0.5 -0.555
H 1.91385 -3.17602 5.37071 0.2 -0.1 0.2 0.483
H 2.17858 -1.56510 6.00213 -0.7 0.3 0.2 0.061
H 0.30779 -2.68986 3.85722 -0.3 -0.6 0.1 -0.322
H -0.61523 -2.96439 6.31893 0.2 -0.1 -0.4 0.391
H -1.58103 -1.81491 5.32655 -0.2 -0.4 0.0 0.197
H -0.43822 -1.21796 6.42948 0.3 0.0 0.3 0.242
H -0.51603 -0.55430 3.53163 -1.0 -0.4 0.0 -0.488
C 0.30078 3.35026 7.39975 -0.5 -0.9 -1.0 -1.648
C -0.26494 2.25468 6.44528 0.3 0.5 -0.7 0.686
C -1.13831 2.72711 5.27483 0.1 0.3 0.1 -0.808
O 0.89391 1.61887 5.84857 -0.4 0.4 0.7 -0.135
H -0.47906 3.94137 7.87988 -0.1 -0.2 0.0 0.421
H 0.91460 4.02021 6.79768 0.1 0.0 0.1 0.329
H 0.92741 2.85910 8.14420 0.0 0.2 0.1 0.403
H -0.85079 1.49044 6.95599 0.1 0.0 0.5 0.277
H -1.41514 1.86302 4.67082 -0.1 -0.1 0.0 -0.041
H -0.60443 3.40506 4.60890 0.2 0.1 0.1 0.087
H -2.05496 3.23538 5.57399 0.0 -0.1 0.2 0.537
H 0.60125 0.99120 5.18376 -0.1 -0.5 -0.3 -0.285
C -0.84136 1.16104 -5.72033 0.8 -0.7 0.4 -0.756
C -2.34375 0.97224 -5.59554 1.0 1.3 0.9 0.440
C -2.65621 0.74066 -4.13419 0.1 -1.5 0.3 -0.276
O -2.93974 2.21439 -5.89483 -0.8 0.5 -0.8 -0.609
H -0.46017 1.97050 -5.09777 -0.4 0.5 -0.3 0.244
H -0.52821 1.23860 -6.76150 0.1 0.3 0.0 0.475
H -0.29398 0.32016 -5.29442 -0.1 -0.4 -0.2 -0.299
H -2.64179 0.20445 -6.30952 -0.5 -0.3 0.4 0.274
H -2.21032 1.46538 -3.45296 0.1 0.4 -0.5 -0.261
H -2.17013 -0.20813 -3.90696 -0.1 -0.3 0.4 -0.202
H -3.70575 0.63889 -3.85813 -0.1 0.1 -0.4 0.534
H -2.80483 2.36776 -6.83285 -0.1 0.3 -0.1 0.372
```
Positions in Å, forces in eV/Å.

Summary:
- Relative energy (zero: lowest compared OMol25 entry of this formula, charge and spin): 1.4367 eV
- Lowest unoccupied orbital energy: 0.346 eV
- E: -3880.204957 a.u.